Entry from the Open Molecules 2025 dataset: C15H22N4O3S in the gas phase at a distorted geometry (the ωB97M-V functional and the def2-TZVPD basis).

Last column: Mulliken charge in e.
Geometry (Å):
O  4.1580  0.0705  0.7615  -0.659
H  -0.7031  -0.3162  -3.5027  0.074
H  -2.3444  1.4895  1.0453  0.406
C  -3.0509  -1.1244  0.2829  -1.046
C  0.6022  -2.0376  -3.3981  -0.628
C  2.3261  0.0943  3.8524  0.470
N  1.1925  0.5835  -0.0936  0.216
C  -3.7110  0.2029  0.0311  0.489
H  -0.1922  -2.7875  -3.4146  0.410
H  -0.7832  -0.3772  4.1537  0.292
H  0.3624  0.2896  5.3506  0.413
C  -3.4525  2.6848  -0.3967  -1.526
H  -3.7843  -1.8355  0.6535  0.403
H  2.7880  -0.8250  -2.7099  0.529
H  0.1799  -1.4586  -1.3709  -0.139
H  -0.5406  1.3780  4.2582  0.305
H  -0.2865  -1.0102  -5.0694  0.401
C  1.0319  -1.8290  -1.9449  -0.065
H  4.2321  -0.1295  3.2183  0.236
C  0.8121  0.4561  2.0749  0.740
H  -2.2283  -1.0205  0.9861  0.233
H  -2.7666  3.5259  -0.3350  0.419
H  0.8984  -0.0462  -4.1994  0.270
N  -0.3824  0.6886  1.4903  -0.428
N  3.2939  0.0298  2.8673  -0.059
O  2.6029  -0.0359  5.0216  -0.657
C  3.1849  0.1541  1.4806  -0.006
H  1.4449  -2.4417  -3.9634  0.317
H  -4.3082  2.8723  0.2478  0.405
H  2.8996  -1.2464  -1.0100  0.407
C  0.0981  -0.7719  -4.0805  -0.908
H  1.1149  0.9752  -2.1056  0.557
N  1.0384  0.3146  3.4086  -0.020
H  1.2987  -2.8042  -1.5322  0.316
H  2.7200  1.1701  -1.3425  0.335
C  -2.7705  1.4018  0.0408  0.411
C  1.8206  0.5500  -1.3894  -1.183
H  -3.8116  2.5927  -1.4193  0.346
O  -4.8928  0.3354  -0.1470  -0.562
C  2.2216  -0.8755  -1.7799  -0.728
C  -0.0532  0.4077  4.3521  -1.036
S  -1.3092  1.0696  -1.0263  -0.182
C  -0.1122  0.7607  0.1929  -0.016
H  -2.6566  -1.5025  -0.6600  0.213
C  1.8181  0.3778  1.1213  0.238

The calculation puts the orbital gap at 8.8 eV. As for the total charge: 0. As for the SMILES: CCCCCn1c(S[C@@H](C)C(C)=O)nc2c1c(=O)[nH]c(=O)n2C. The calculation puts the highest occupied orbital energy at -8.3 eV. Its LUMO energy is 0.453 eV.

Entry from the Open Molecules 2025 dataset: C15H22N4OS in the gas phase at a distorted geometry (the ωB97M-V functional and the def2-TZVPD basis).

Last column: Mulliken charge in e.
Geometry (Å):
H  3.8211  0.9956  0.2533  0.327
N  -2.5342  2.5222  0.1013  -1.047
S  -3.2726  0.9165  -2.5519  -0.236
H  -1.9445  -0.5231  -3.9244  0.399
H  -0.2539  3.2098  1.1418  0.296
C  1.2981  -2.8363  1.6613  0.333
C  3.2675  0.9492  1.1880  -1.405
C  -2.0183  -2.4183  0.2217  -0.572
H  0.0475  -0.9046  -2.6426  0.345
H  1.2763  1.3326  1.9130  0.276
C  1.8337  1.4199  0.9764  0.374
H  2.3461  2.9466  -0.4443  0.367
H  1.0891  -2.8242  3.8004  0.342
H  -2.5788  -2.8448  1.0385  0.436
C  0.3633  3.3539  0.2513  -0.697
C  1.7928  2.8669  0.4918  -0.931
H  1.2413  -4.4351  3.0972  0.347
N  0.3004  2.1911  -1.9613  -0.476
H  -2.9980  3.4192  -0.0401  0.227
H  3.7723  1.5797  1.9170  0.360
H  1.1893  -1.8003  -0.6902  0.385
H  0.3780  4.4224  0.0157  0.332
H  1.8077  -3.4256  0.8862  0.333
H  -3.4936  -1.2712  -3.4164  0.567
C  -0.5351  -1.3375  -1.8435  -0.426
H  3.2923  -0.0763  1.5512  0.336
C  -1.7552  1.6307  -2.0872  0.438
C  -2.6135  -0.7194  -3.0893  -1.325
H  2.6655  -3.3895  3.2234  0.425
C  -0.2700  2.6222  -0.8714  0.808
C  -0.6249  -2.3798  0.3212  0.662
C  -2.6525  -1.9123  -0.8898  -0.550
N  -1.5976  2.2918  -0.8969  0.472
C  -1.9191  -1.3621  -1.9387  0.264
H  -3.7317  -1.9309  -0.9476  0.378
O  -0.1018  -2.8855  1.4675  -0.416
H  -3.2388  1.7866  0.0571  0.272
C  1.5954  -3.4097  3.0378  -1.485
H  2.2685  3.5127  1.2329  0.430
H  1.3451  0.7846  0.2348  -0.084
C  0.1123  -1.8407  -0.7278  -0.210
N  -0.6168  1.5696  -2.7170  -0.526
H  1.6473  -1.7966  1.5996  -0.145

The calculation puts the orbital gap at 8.8 eV. As for the total charge: 0. As for the SMILES: CCCCc1nnc(SCc2ccc(OCC)cc2)n1N. The calculation puts the highest occupied orbital energy at -8.2 eV. Its LUMO energy is 0.542 eV.

Entry from the Open Molecules 2025 dataset: C15H22N5O2S2Tl as an isolated structure at a distorted geometry (the ωB97M-V functional and the def2-TZVPD basis).

Last column: Mulliken charge in e.
Geometry (Å):
O  13.7030  6.6730  12.0911  -0.763
C  14.6313  4.6473  8.1956  -0.774
C  5.6125  5.7903  13.9937  -0.199
H  16.3813  7.1959  6.9002  0.346
C  15.8086  7.0954  8.9233  -0.499
C  19.0642  4.9971  13.6433  -0.446
H  4.3963  4.3565  12.9419  0.308
N  5.2417  5.6120  11.4325  -0.226
H  16.3234  7.9673  9.2078  0.565
C  15.8232  6.6544  7.6102  -0.541
C  4.1043  6.6076  11.5096  -0.569
N  5.4806  7.1897  13.5276  -0.268
H  4.6578  5.7030  14.5855  -0.156
H  14.5674  4.3555  5.5339  0.263
H  3.1858  6.1222  11.1090  0.286
C  15.0623  6.3575  9.8425  0.388
H  4.7431  5.7705  16.3520  -0.011
H  6.0606  4.0525  12.7769  0.350
H  14.0266  4.5254  10.2846  -0.023
Tl  14.2997  4.3576  13.3551  0.585
H  14.1726  3.6962  7.8377  0.200
H  3.5999  6.3990  13.6279  0.267
H  7.4749  7.6866  12.7669  0.337
C  5.3501  4.8617  12.7864  -0.736
C  19.5151  6.1084  13.0598  -0.347
H  3.7027  8.2303  12.9459  0.335
H  4.1691  5.3029  16.1993  0.048
C  17.1908  5.6596  12.5803  0.615
N  15.3231  5.0143  5.8605  -0.625
C  6.4525  7.5333  12.4263  -0.557
C  14.4705  5.1580  9.4769  -0.347
C  6.3923  6.4264  11.2903  -0.491
O  15.6297  8.1127  11.7032  -0.662
H  7.3588  5.8601  11.2330  0.274
H  15.3511  5.7800  5.2080  0.261
S  15.0175  6.8379  11.5881  1.249
H  4.4096  7.4567  10.8604  0.334
H  20.5117  6.5063  12.9289  0.369
H  6.4649  5.5485  14.6878  0.469
S  18.3184  6.7721  11.9887  -0.034
N  15.8016  5.6831  12.3039  -0.497
H  19.6030  4.2855  14.2369  0.412
H  6.3501  6.9429  10.2938  0.339
C  4.0646  7.1551  12.9651  -0.404
N  17.7487  4.7150  13.3589  -0.532
C  15.2009  5.4431  7.2260  0.833
H  6.2643  8.5885  12.1434  0.268

The calculation puts the orbital gap at 7.6 eV. As for the total charge: 0. The calculation puts the highest occupied orbital energy at -7.8 eV. Its LUMO energy is -0.239 eV.

Entry from the Open Molecules 2025 dataset: C15H22O3 in the gas phase at a distorted geometry (the ωB97M-V functional and the def2-TZVPD basis).

Last column: Mulliken charge in e.
Geometry (Å):
C  0.7301  -0.0588  1.7642  0.841
C  1.9345  1.7705  0.7842  -0.993
H  0.5325  0.0254  -2.0815  0.485
H  -5.1369  2.5556  -0.4085  0.357
H  -0.7413  2.0154  -0.7425  0.387
C  -0.7998  -0.1044  -0.4009  1.855
H  2.0737  -2.2762  0.5679  0.461
C  -4.9392  1.4274  -0.5806  -1.200
H  1.2757  -2.3136  -0.8681  0.394
C  -2.0047  -1.0512  0.1427  -0.810
H  -2.3370  -0.9531  1.2117  0.048
C  1.1667  -1.9688  0.1199  -2.046
H  2.8420  -0.0775  0.4747  0.380
H  1.8132  2.5586  0.0838  0.386
O  1.2008  -0.8499  2.8089  -0.624
C  -0.1960  -0.8806  2.7458  -1.066
C  -3.5363  0.8186  -0.3654  0.775
H  -5.7436  0.8835  -0.0497  0.217
C  -3.2915  -0.6289  -0.5527  -0.127
H  -3.1139  -0.8049  -1.5463  0.550
H  0.3714  -2.5149  0.6539  0.396
H  -3.0458  2.7058  0.1509  0.222
O  -0.5987  1.8312  1.3076  -0.418
C  0.7570  -0.4612  0.2814  0.224
C  0.7351  1.4761  1.7018  0.014
H  2.1958  0.6302  -1.0635  0.315
H  0.8461  1.8117  2.7274  0.557
H  -5.1805  1.3639  -1.6777  0.285
H  -1.1265  0.0061  -2.6243  0.426
H  -1.6747  -2.0768  -0.0932  0.442
C  -1.1411  1.3530  -0.0037  0.109
O  -4.4312  -1.3586  -0.0442  -0.631
C  -2.6952  1.6817  0.1914  -1.429
H  -4.8502  -0.9543  0.7762  0.391
C  -0.4106  -0.4194  -1.8961  -1.699
H  -0.6683  -0.1672  3.5369  0.250
H  -0.6115  -1.8890  2.7393  0.398
H  2.7810  1.9949  1.4157  0.405
C  2.0591  0.5031  0.0215  -0.879
H  -0.3068  -1.4983  -2.0688  0.353

The calculation puts the orbital gap at 9.9 eV. As for the total charge: 0. As for the SMILES: CC1=C[C@H]2O[C@@H]3CC[C@](C)([C@@]2(C)C[C@H]1O)[C@]31CO1. The calculation puts the highest occupied orbital energy at -9.2 eV. Its LUMO energy is 0.716 eV.

Entry from the Open Molecules 2025 dataset: C15H22O5 in the gas phase at a distorted geometry (the ωB97M-V functional and the def2-TZVPD basis).

Last column: Mulliken charge in e.
Geometry (Å):
H  -4.6406  1.9262  0.7705  0.415
C  6.7625  -1.0337  -0.0096  -0.487
C  5.4846  -1.3877  0.3827  -0.593
O  2.0985  0.0096  0.2273  -0.170
H  5.2889  -2.3850  0.7509  0.362
C  -6.6693  -1.2063  0.5501  -0.739
H  6.1748  2.1581  -0.9348  0.378
H  8.0126  0.5169  -0.7952  0.372
H  -1.9285  -0.5818  -0.0959  0.581
C  -0.1482  0.7014  -0.0516  0.074
C  -4.2642  -0.7585  -2.0297  -0.754
H  -3.4909  -0.0710  -2.3862  0.243
H  -2.2278  2.4725  0.3782  0.472
H  3.0227  -0.8322  1.8663  0.273
H  -4.2113  1.6470  -0.9179  0.270
H  0.9504  0.5984  -1.6243  0.386
H  3.8977  1.5227  -0.2223  0.395
C  4.7057  0.8105  -0.1655  -0.406
H  0.5246  -1.3282  0.2997  0.411
H  -4.1783  -1.7035  -2.5637  0.251
C  -4.5923  -0.1291  0.2522  -0.069
C  -2.5850  1.4463  0.4493  -0.175
O  -2.0645  0.7388  1.5412  -0.566
H  0.6725  -0.2464  1.7148  0.382
C  -1.5930  0.3826  0.2719  0.197
C  0.7851  -0.3088  0.6237  -0.986
C  4.4463  -0.4673  0.3083  0.636
C  5.9839  1.1616  -0.5640  -0.520
H  -7.7278  -1.0103  0.3946  0.274
O  -5.9894  -0.0309  0.1634  -0.391
O  -4.0785  -1.0653  -0.6584  -0.421
H  0.1029  1.7058  0.3269  0.197
H  -6.4832  -1.4302  1.6066  0.299
C  3.0665  -0.8617  0.7632  -0.563
H  -6.3565  -2.0623  -0.0548  0.290
H  2.8518  -1.8980  0.4545  0.340
H  -4.2966  -0.5327  1.2355  0.473
H  7.5629  -1.7562  0.0533  0.377
O  0.0016  0.6589  -1.4494  -0.571
C  7.0150  0.2421  -0.4858  -0.457
H  -5.2543  -0.3292  -2.2014  0.372
C  -4.0493  1.2977  0.1022  -0.852

The calculation puts the orbital gap at 10.1 eV. As for the total charge: 0. As for the SMILES: COC(C[C@H]1O[C@@H]1[C@H](O)COCc1ccccc1)OC. The calculation puts the highest occupied orbital energy at -9.2 eV. Its LUMO energy is 0.848 eV.

Entry from the Open Molecules 2025 dataset: C15H22O5 in the gas phase at a distorted geometry (the ωB97M-V functional and the def2-TZVPD basis).

Last column: Mulliken charge in e.
Geometry (Å):
H  -6.1523  -2.1143  0.1226  0.298
C  -6.2877  -1.0341  -0.0005  -0.731
H  -0.3281  -0.4081  -2.1284  0.678
H  -3.8316  -1.6102  0.4045  0.445
H  -3.2353  2.0735  0.7554  0.235
H  4.9355  -2.0498  2.2286  0.375
C  4.0469  0.5433  0.2504  0.632
H  -2.9854  0.8126  -1.2724  0.233
C  4.5672  0.0787  -0.9516  -0.306
C  -4.1657  1.5768  1.0486  -0.700
C  -1.4988  -0.3619  -0.2635  0.250
O  1.1472  -0.2677  0.8976  -0.593
H  0.8224  -1.1742  0.9982  0.368
C  -0.2613  -0.4334  -1.0443  -0.651
O  -0.8086  -1.5735  -0.4402  -0.606
O  -5.1779  -0.4664  -0.6655  -0.376
H  -2.9120  -0.8787  -1.7895  0.457
H  1.8832  -0.4044  -1.0261  0.125
H  -4.4871  1.9581  2.0162  0.271
H  5.8477  -2.8677  0.0880  0.387
H  -4.9368  1.7757  0.3002  0.319
H  0.6057  1.9163  -1.4938  0.343
H  -6.4349  -0.5800  0.9835  0.300
H  4.0886  2.6795  0.2024  0.368
H  -1.4392  0.0395  0.7451  0.539
C  4.8342  -1.4521  1.3343  -0.625
O  2.4582  2.0830  -0.7987  -0.434
H  0.7065  2.0398  0.2880  0.373
C  5.2100  -1.1443  -1.0114  -0.518
C  1.1612  1.5941  -0.6093  -0.847
H  2.8095  1.9943  1.2402  0.394
H  5.6070  -1.4991  -1.9517  0.386
C  1.0574  0.0633  -0.4647  0.506
H  3.7750  0.1196  2.3285  0.358
C  5.3458  -1.9122  0.1333  -0.434
O  -3.9756  0.1838  1.2211  -0.418
H  -7.1519  -0.8394  -0.6316  0.270
C  -3.9754  -0.5782  0.0420  -0.002
C  3.3447  1.8783  0.2901  -0.777
H  4.4502  0.6834  -1.8393  0.397
C  -2.8437  -0.2132  -0.9294  -0.837
C  4.1852  -0.2306  1.3931  -0.451

The calculation puts the orbital gap at 9.9 eV. As for the total charge: 0. As for the SMILES: COC(C[C@H]1O[C@@H]1[C@H](O)COCc1ccccc1)OC. The calculation puts the highest occupied orbital energy at -9.1 eV. Its LUMO energy is 0.841 eV.

Repeat the first record exactly.
Entry from the Open Molecules 2025 dataset: C15H22N4O3S in the gas phase at a distorted geometry (the ωB97M-V functional and the def2-TZVPD basis).

Last column: Mulliken charge in e.
Geometry (Å):
O  4.1580  0.0705  0.7615  -0.659
H  -0.7031  -0.3162  -3.5027  0.074
H  -2.3444  1.4895  1.0453  0.406
C  -3.0509  -1.1244  0.2829  -1.046
C  0.6022  -2.0376  -3.3981  -0.628
C  2.3261  0.0943  3.8524  0.470
N  1.1925  0.5835  -0.0936  0.216
C  -3.7110  0.2029  0.0311  0.489
H  -0.1922  -2.7875  -3.4146  0.410
H  -0.7832  -0.3772  4.1537  0.292
H  0.3624  0.2896  5.3506  0.413
C  -3.4525  2.6848  -0.3967  -1.526
H  -3.7843  -1.8355  0.6535  0.403
H  2.7880  -0.8250  -2.7099  0.529
H  0.1799  -1.4586  -1.3709  -0.139
H  -0.5406  1.3780  4.2582  0.305
H  -0.2865  -1.0102  -5.0694  0.401
C  1.0319  -1.8290  -1.9449  -0.065
H  4.2321  -0.1295  3.2183  0.236
C  0.8121  0.4561  2.0749  0.740
H  -2.2283  -1.0205  0.9861  0.233
H  -2.7666  3.5259  -0.3350  0.419
H  0.8984  -0.0462  -4.1994  0.270
N  -0.3824  0.6886  1.4903  -0.428
N  3.2939  0.0298  2.8673  -0.059
O  2.6029  -0.0359  5.0216  -0.657
C  3.1849  0.1541  1.4806  -0.006
H  1.4449  -2.4417  -3.9634  0.317
H  -4.3082  2.8723  0.2478  0.405
H  2.8996  -1.2464  -1.0100  0.407
C  0.0981  -0.7719  -4.0805  -0.908
H  1.1149  0.9752  -2.1056  0.557
N  1.0384  0.3146  3.4086  -0.020
H  1.2987  -2.8042  -1.5322  0.316
H  2.7200  1.1701  -1.3425  0.335
C  -2.7705  1.4018  0.0408  0.411
C  1.8206  0.5500  -1.3894  -1.183
H  -3.8116  2.5927  -1.4193  0.346
O  -4.8928  0.3354  -0.1470  -0.562
C  2.2216  -0.8755  -1.7799  -0.728
C  -0.0532  0.4077  4.3521  -1.036
S  -1.3092  1.0696  -1.0263  -0.182
C  -0.1122  0.7607  0.1929  -0.016
H  -2.6566  -1.5025  -0.6600  0.213
C  1.8181  0.3778  1.1213  0.238

The calculation puts the orbital gap at 8.8 eV. As for the total charge: 0. As for the SMILES: CCCCCn1c(S[C@@H](C)C(C)=O)nc2c1c(=O)[nH]c(=O)n2C. The calculation puts the highest occupied orbital energy at -8.3 eV. Its LUMO energy is 0.453 eV.